The following is a DFT calculation (ωB97M-V/def2-TZVPD) of a molecular structure, C25H22Br2MnN3O6PS4 in a non-equilibrium geometry.

Element x y z (Å)
Mn -0.107883 0.243573 -1.276761
Br -0.263784 2.406419 -5.912096
C -0.825858 3.050360 -4.217412
C -1.340774 4.345194 -4.122006
C -1.792405 4.846668 -2.931082
Br -2.505216 6.612214 -2.879268
C -1.748777 4.058140 -1.753753
C -2.233980 4.424048 -0.480301
C -2.166713 3.527261 0.543385
C -1.574055 2.270169 0.338576
N -1.070433 1.925750 -0.819963
C -1.189492 2.773868 -1.870398
C -0.740943 2.197470 -3.114702
O -0.337692 0.998946 -3.114246
H -1.387544 4.950767 -5.017419
H -2.677165 5.401629 -0.345404
H -2.565546 3.759438 1.521987
H -1.539217 1.535184 1.124243
S 1.004363 -1.931704 -2.816502
C -0.038116 -3.160023 -2.371397
N -1.332060 -3.036958 -2.215558
C -2.089407 -4.214742 -1.840242
C -1.093439 -5.168002 -1.188820
S 0.475334 -4.828410 -2.042431
H -1.704800 -2.067608 -2.039907
H -2.524681 -4.664317 -2.740709
H -2.882358 -3.909181 -1.160635
H -1.374881 -6.212622 -1.309490
H -0.982659 -4.927774 -0.131343
C 0.655000 -2.772999 1.320120
P 0.744632 -1.010062 0.824817
C 2.581722 -0.893875 0.982914
C 3.328224 -1.395977 -0.084780
C 4.712528 -1.434337 -0.030401
C 5.383521 -0.969702 1.093586
C 4.653277 -0.478076 2.163823
C 3.264294 -0.447676 2.111813
C 0.165120 -0.111861 2.296816
C -0.826309 -0.620987 3.130512
C -1.311639 0.141859 4.186121
C -0.812487 1.414589 4.418688
C 0.163485 1.937142 3.577295
C 0.641212 1.186516 2.513515
H -0.378942 -3.072642 1.438931
H 1.227184 -2.921180 2.238873
H 1.120159 -3.352541 0.519099
H 2.819621 -1.736855 -0.977991
H 5.268869 -1.811223 -0.882478
H 6.467753 -0.982116 1.129349
H 5.159918 -0.099784 3.044850
H 2.718979 -0.059172 2.962121
H -1.264979 -1.586084 2.912233
H -2.101803 -0.256160 4.813391
H -1.198055 2.010328 5.239717
H 0.543971 2.940739 3.730633
H 1.379470 1.613161 1.841020
O -3.225884 -0.096103 0.691759
S -2.836274 -1.228329 -0.144298
O -2.008024 -2.185004 0.615769
O -1.965835 -0.708551 -1.312382
O -3.970044 -1.910952 -0.771086
O 3.059282 2.573779 0.493189
S 2.856156 1.910000 -0.815623
N 1.596082 1.208379 -1.088264

Forces on atoms 1 to 6 (eV/Å):
0.385 -0.947 -0.214
-0.001 0.006 0.012
-0.033 0.058 -0.101
-0.001 0.083 -0.064
0.037 -0.148 -0.010
-0.027 0.070 -0.003

The LUMO energy (alpha / beta) is 3.96 / 3.96 eV. The frontier orbital gap (alpha / beta) comes out at 6.188 / 5.837 eV. The energy is -267076.863 eV. Its spin multiplicity is 2. The calculation puts the highest occupied orbital energy (alpha / beta) at -2.23 / -1.88 eV. The net charge is -2.

Mulliken population analysis, charges in e, atoms 1 to 5: number 1, Mn, carries 0.4401; number 2, Br, carries -0.2322; number 3, C, carries -0.4610; number 4, C, carries -0.3397; number 5, C, carries 0.0628